Entry 1:
This record from OMol25 describes C12H27FO7PSSi2 as an isolated structure. The level of theory is ωB97M-V/def2-TZVPD.

Structure (ORCA input):
```
! RIJCOSX wB97M-V def2-TZVPD def2/J DEFGRID3
* xyz -3 1
C -0.73277 2.96820 2.07030
C -0.49966 3.63690 0.58952
O 0.76937 3.81520 0.16502
O -1.57474 4.10789 -0.31681
C -1.96982 3.00584 -1.25242
C -1.19394 3.17458 -2.72315
C -0.61514 1.68833 -3.22674
C 0.88627 1.44173 -2.56533
C 1.49447 -0.01967 -3.00267
C 2.94873 -0.38480 -2.32236
C 2.96785 -0.32848 -0.68321
C 3.25883 -1.81782 0.01970
Si 1.52783 -2.33549 0.79119
O 0.33402 -2.04287 -0.46393
Si -1.11862 -3.00980 -0.24688
S -2.80270 -1.60077 -0.42398
C 1.32524 -1.26619 2.37924
C -0.22195 -1.01314 2.85758
F 1.99903 0.05949 2.32100
H 0.15189 2.26692 2.38976
H -0.81966 3.80118 2.89453
H -1.73582 2.33185 2.14594
H -1.77139 1.94072 -0.79294
H -3.12791 3.12066 -1.40681
H -0.23509 3.86192 -2.55417
H -1.92658 3.64235 -3.50973
H -1.40554 0.90573 -2.80315
H -0.60616 1.66703 -4.41071
H 1.61356 2.26336 -2.98530
H 0.77207 1.59991 -1.41113
H 0.67764 -0.87113 -2.82285
H 1.63925 0.00886 -4.18726
H 3.71216 0.44367 -2.70056
H 3.34260 -1.40727 -2.77734
H 3.77265 0.44852 -0.33772
H 1.90510 0.06223 -0.30723
H 4.06435 -1.71014 0.89391
H 3.58376 -2.62880 -0.75870
H 1.58819 -3.74661 1.21711
H -1.35087 -3.99976 -1.31326
H -1.12416 -3.61970 1.07732
H -2.66977 -1.15027 -1.77574
H 1.86761 -1.86655 3.25723
H -0.79907 -2.04975 2.94750
H -0.77169 -0.38613 2.03288
H -0.28511 -0.40655 3.85744
O -4.70267 -3.65485 4.24808
P -3.36897 -2.92022 4.03481
O -2.92842 -3.07277 2.56980
O -2.29814 -3.52471 4.95812
O -3.54610 -1.42886 4.36407
*
```

As for the LUMO energy: 6.06 eV.


Entry 2:
This record from OMol25 describes a 5-piece molecular cluster, C43H80BBrF2N3O16Si overall. The level of theory is ωB97M-V/def2-TZVPD.

Structure (ORCA input):
```
! RIJCOSX wB97M-V def2-TZVPD def2/J DEFGRID3
* xyz 1 1
C 6.23600 -2.18499 3.16493
C 6.10235 -2.01939 1.66709
O 6.71750 -3.10404 1.01774
C 6.44650 -3.13421 -0.38424
C 5.14531 -3.87103 -0.64154
C 4.58139 -3.76928 -2.06036
C 4.55438 -2.36242 -2.65279
C 3.44410 -1.50498 -2.02424
C 3.74176 -0.01352 -2.05387
N 3.95068 0.66992 -0.74933
C 4.01282 1.99048 -1.08082
N 4.42597 2.92065 -0.26442
C 4.33730 4.34833 -0.55368
B 2.93530 4.91717 0.01784
O 1.97884 4.02535 0.41921
O 2.76189 6.27652 0.15107
O 4.87599 2.50427 0.96649
C 6.27463 2.77863 1.14657
C 7.18417 1.88712 0.32212
N 3.50498 2.22065 -2.29172
C 2.92163 0.98954 -2.89814
C 3.33734 0.81369 -4.38574
Br 1.86348 0.89755 -5.66769
C 4.44656 1.75971 -4.86130
C 5.87462 1.22650 -4.64602
C 1.42394 1.11854 -2.54484
F 1.37367 1.35669 -1.20171
F 0.98789 2.29417 -3.09648
C 0.48414 -0.02413 -2.90276
C -0.43019 -0.47148 -1.75194
Si -1.95301 0.61290 -1.42436
C -1.68388 1.73562 0.07766
C -2.37735 1.71954 -2.88009
C -3.39945 -0.52274 -1.02394
C -3.17987 -1.68558 -0.26666
C -4.22806 -2.55046 0.05088
C -5.51974 -2.24077 -0.38458
C -5.75755 -1.09746 -1.14596
C -4.70500 -0.23856 -1.47349
H 5.60264 -3.00006 3.49870
H 7.26756 -2.39522 3.42109
H 5.90468 -1.27259 3.65205
H 5.04268 -1.92257 1.40558
H 6.61444 -1.09542 1.36297
H 7.28647 -3.65928 -0.82657
H 6.42561 -2.09654 -0.72702
H 5.34167 -4.92325 -0.45345
H 4.39847 -3.57202 0.09108
H 5.16070 -4.39867 -2.73208
H 3.56593 -4.16209 -2.06397
H 5.52578 -1.88436 -2.54714
H 4.35917 -2.46219 -3.72010
H 3.37462 -1.80818 -0.97941
H 2.51065 -1.76914 -2.50385
H 4.71771 0.07069 -2.54070
H 4.80132 0.30138 -0.34063
H 5.11985 4.89043 -0.03936
H 4.33518 4.53687 -1.62240
H 1.17702 4.07288 -0.11149
H 2.51536 6.72555 -0.66567
H 6.44543 2.62551 2.20500
H 6.50356 3.81935 0.93523
H 6.76189 0.89520 0.18080
H 7.39680 2.30962 -0.65623
H 8.13291 1.75059 0.82962
H 3.07308 3.10540 -2.50497
H 3.71324 -0.19740 -4.48058
H 4.33555 2.76314 -4.46977
H 4.31424 1.85455 -5.93204
H 6.44113 1.81942 -3.93326
H 5.86757 0.19796 -4.29277
H 6.42091 1.21066 -5.58114
H 1.01020 -0.88215 -3.30618
H -0.13611 0.33383 -3.71670
H 0.12644 -0.65036 -0.83578
H -0.82640 -1.44644 -2.03727
H -0.73665 1.55466 0.57861
H -2.51487 1.63533 0.76798
H -1.67636 2.77798 -0.24282
H -2.44280 1.17043 -3.81504
H -3.32696 2.20457 -2.67084
H -1.64502 2.51705 -2.97622
H -2.18019 -1.92807 0.06924
H -4.04501 -3.44629 0.62262
H -6.33971 -2.89614 -0.13278
H -6.75753 -0.87935 -1.48826
H -4.89410 0.64327 -2.06567
C 2.32881 1.99326 3.70899
C 2.09109 1.59932 5.15102
O 2.14782 2.73093 6.02858
C 1.06352 3.50809 6.02387
O 0.06318 3.32196 5.38168
O 1.27396 4.51394 6.86834
C 0.20454 5.46256 6.93826
H 3.26995 2.53842 3.61401
H 2.37149 1.10682 3.07480
H 1.53290 2.63941 3.34164
H 2.87780 0.93231 5.49863
H 1.13864 1.08433 5.27252
H -0.73885 4.96866 7.15735
H 0.12804 6.01345 6.00237
H 0.45711 6.14465 7.74398
C 2.73882 11.81415 -2.26340
C 4.14650 11.71361 -2.80774
O 5.03312 11.05380 -1.88437
C 4.93769 9.73652 -1.83224
O 4.21370 9.03617 -2.49722
O 5.80045 9.28876 -0.91399
C 5.76539 7.87639 -0.75316
H 2.74236 12.29863 -1.28662
H 2.11730 12.39806 -2.94116
H 2.28976 10.82856 -2.14854
H 4.57301 12.70461 -2.94279
H 4.17357 11.20201 -3.76902
H 5.92128 7.37014 -1.70548
H 4.81152 7.57643 -0.31949
H 6.57030 7.61621 -0.07015
C -8.77664 -7.20922 3.24034
C -9.45507 -5.88240 2.97797
O -8.93731 -4.83720 3.81744
C -7.76268 -4.33762 3.45330
O -7.12333 -4.65018 2.48072
O -7.40625 -3.41631 4.34936
C -6.12722 -2.82973 4.10235
H -8.84551 -7.46719 4.29775
H -9.25282 -7.99503 2.65352
H -7.72167 -7.17010 2.97276
H -10.51290 -5.94974 3.22329
H -9.37008 -5.58967 1.93158
H -6.07233 -2.42555 3.09349
H -5.34190 -3.57008 4.24921
H -6.00184 -2.02713 4.82286
C -13.11004 -12.00044 -0.19882
C -12.80130 -11.21256 1.05538
O -11.72563 -10.28052 0.85252
C -12.05041 -9.16874 0.19907
O -13.14534 -8.86362 -0.19276
O -10.94668 -8.42701 0.07410
C -11.13507 -7.21104 -0.65186
H -12.21031 -12.49305 -0.56931
H -13.86336 -12.75912 0.01152
H -13.48709 -11.35086 -0.98717
H -12.45192 -11.87548 1.84416
H -13.67934 -10.68367 1.42450
H -11.94624 -6.62395 -0.22656
H -11.33876 -7.41724 -1.70116
H -10.20550 -6.65478 -0.56756
*
```

As for the LUMO energy: -2.36 eV.


Entry 3:
This record from OMol25 describes one molecule with the formula C2H4OS2. The level of theory is ωB97M-V/def2-TZVPD.

Structure (ORCA input):
```
! RIJCOSX wB97M-V def2-TZVPD def2/J DEFGRID3
* xyz 0 1
C 1.40185 -0.34742 0.03700
C 0.38068 0.02102 0.74689
S -1.10503 0.40138 -0.17438
O -1.62418 1.74489 0.06425
S -2.31814 -1.05058 0.00142
H 2.38019 -0.77723 0.33075
H 1.31044 -0.26788 -1.02090
H 0.03358 -0.07445 1.70117
H -0.45940 0.35026 -1.68620
*
```

As for the SMILES: C=C[S@H](=O)=S. Its energy above the lowest of the compared OMol25 structures with the same formula, charge and spin is 69.9 kcal/mol. As for the LUMO energy: -0.04 eV.


Entry 4:
This record from OMol25 describes one molecule with the formula C4H9NO. The level of theory is ωB97M-V/def2-TZVPD.

Structure (ORCA input):
```
! RIJCOSX wB97M-V def2-TZVPD def2/J DEFGRID3
* xyz 0 1
C 0.38399 -1.42822 -1.08428
C 0.74609 -0.36833 -0.05340
O 2.16804 -0.27861 -0.08683
C 0.18144 1.00919 -0.18354
C -1.81721 0.50712 0.94751
N -0.86706 1.36325 0.56404
H 0.96579 -2.33572 -0.89017
H -0.68039 -1.67621 -1.02794
H 0.61527 -1.07463 -2.09267
H 0.38232 -0.72833 0.93501
H 2.41289 0.41633 0.53825
H 0.70228 1.77402 -0.74578
H -2.40014 0.69599 1.83501
H -2.04959 -0.29977 0.27065
H -0.90735 2.32111 0.91241
*
```

Its energy above the lowest of the compared OMol25 structures with the same formula, charge and spin is 77.8 kcal/mol. As for the LUMO energy: 0.89 eV.


Entry 5:
This record from OMol25 describes one molecule with the formula CHFN2O. The level of theory is ωB97M-V/def2-TZVPD.

Structure (ORCA input):
```
! RIJCOSX wB97M-V def2-TZVPD def2/J DEFGRID3
* xyz 0 3
C -0.85566 0.57064 0.13478
N 0.39210 0.06335 0.04613
N 1.03187 -0.96163 0.16202
O 2.09035 -1.40897 -0.22620
F -1.59033 0.43823 -0.88283
H -1.06833 1.29838 0.76610
*
```

As for the expectation value of S²: 2.006. Its energy above the lowest of the compared OMol25 structures with the same formula, charge and spin is 54.4 kcal/mol. As for the LUMO energy (spin up / spin down): 0.20 / -1.74 eV.


| no. | F_max (eV Å⁻¹) | electronic energy (eV) |
| --- | --- | --- |
| 1 | 7.99 | -65803.2324 |
| 2 | 1.93 | -167147.3734 |
| 3 | 3.21 | -25853.4643 |
| 4 | 0.37 | -7828.9453 |
| 5 | 5.33 | -8791.7488 |